Computed, not measured: a molecular structure, C12H8Cl5N3O2SSn, with wB97M-V/def2-TZVPD.

Properties
HOMO level (Eh): -0.311
F_max (eV/A): 0.3
Energy above the lowest of the compared OMol25 structures with the same formula, charge and spin (kJ/mol): 0.0
Electronic energy (Eh): -3690.28285
Gap between HOMO and LUMO (Eh): 0.312
E_LUMO (eV): 0.03
2S+1: 1

The geometry in XYZ format:
```
32
Properties=species:S:1:pos:R:3:forces:R:3
Sn 0.4961 -1.3720 -1.8294 -0.053 -0.062 0.152
Cl -2.4133 -1.2585 -2.9967 0.003 -0.008 -0.021
C -2.3082 -0.0716 -1.7205 -0.034 -0.009 -0.037
C -1.1152 0.0411 -1.0178 -0.024 -0.061 -0.027
C -1.1087 0.9884 -0.0049 -0.048 0.091 0.014
Cl 0.3081 1.1979 0.9877 0.022 0.012 0.036
C -2.2127 1.7893 0.2964 0.000 -0.021 -0.012
Cl -2.1620 2.9406 1.5751 0.039 -0.017 -0.002
C -3.3826 1.6473 -0.4463 0.012 0.006 0.015
Cl -4.7531 2.6225 -0.0993 -0.004 -0.002 -0.004
C -3.4363 0.7041 -1.4681 0.018 -0.001 0.012
Cl -4.8763 0.5119 -2.3857 0.002 -0.011 -0.005
N 3.7985 0.6873 0.2604 -0.066 -0.019 0.056
C 2.8663 0.5052 -0.6930 0.036 0.019 -0.015
O 2.2025 -0.5843 -0.6728 0.047 -0.030 0.061
C 2.6650 1.5153 -1.6637 0.037 -0.160 0.053
C 3.3833 2.7252 -1.6199 -0.097 0.128 0.036
N 3.9859 3.7002 -1.4968 0.121 0.038 -0.009
C 1.7162 1.1930 -2.6355 -0.165 -0.199 -0.182
N 0.9190 0.7051 -3.3244 0.077 0.244 -0.042
H 4.3316 1.5386 0.3092 0.010 -0.003 -0.010
H 3.8997 -0.0131 0.9716 0.027 -0.005 -0.015
C 1.0123 -2.3668 2.3673 -0.029 0.041 0.010
S -0.3825 -3.0574 1.4839 0.035 0.091 0.049
C -1.6122 -1.8548 1.9792 0.015 -0.011 0.010
O -0.0909 -2.8029 0.0263 0.050 0.041 -0.150
H 0.7947 -2.3678 3.4343 -0.008 -0.010 0.028
H 1.1880 -1.3555 2.0007 -0.020 -0.012 -0.016
H 1.8695 -3.0029 2.1621 0.019 -0.018 -0.017
H -1.8430 -2.0187 3.0307 -0.010 -0.012 0.038
H -2.4975 -2.0412 1.3754 -0.025 -0.007 -0.019
H -1.2422 -0.8455 1.8146 0.013 -0.034 0.013
```
Positions in Å, forces in eV/Å.

***

Computed, not measured: a single C17H16F2N4O5 molecule, with wB97M-V/def2-TZVPD.

Properties
HOMO level (Eh): -0.322
F_max (eV/A): 1.2
Energy above the lowest of the compared OMol25 structures with the same formula, charge and spin (kJ/mol): 777.7
Electronic energy (Eh): -1452.13792
Gap between HOMO and LUMO (Eh): 0.297
E_LUMO (eV): -0.67
2S+1: 1

The geometry in XYZ format:
```
44
Properties=species:S:1:pos:R:3:forces:R:3
O -3.4505 -2.9062 -0.2933 -0.210 -0.107 -0.065
N -2.2744 -3.1501 -0.0374 -0.214 -0.469 0.059
O -1.8522 -4.2729 0.1342 -0.027 -0.234 -0.031
C -1.3689 -2.0619 0.0727 0.805 0.904 0.115
C -0.0329 -2.3564 0.2977 0.115 0.060 0.018
C 0.9268 -1.3724 0.4462 -1.019 0.291 -0.171
N 2.2484 -1.7935 0.7880 0.440 -0.107 0.208
O 2.5525 -2.9469 0.5715 0.172 -0.300 -0.066
O 2.9892 -0.9729 1.3026 0.008 -0.134 0.246
C 0.5439 -0.0092 0.3087 -0.327 -0.609 0.057
O 1.3609 1.0653 0.3903 0.060 0.144 0.050
C 2.6352 1.0726 -0.1030 0.419 0.264 -0.429
C 3.5807 1.8979 0.5103 -0.172 -0.168 -0.233
F 3.2136 2.5863 1.5998 -0.041 -0.104 -0.025
C 4.8670 2.0219 0.0252 -0.139 0.003 0.117
C 5.2405 1.3184 -1.1067 -0.111 -0.033 0.023
C 4.3252 0.5105 -1.7563 -0.151 -0.071 0.031
C 3.0420 0.4054 -1.2582 -0.053 0.231 0.059
F 2.1467 -0.3759 -1.9063 0.129 0.157 0.110
C -0.7884 0.2839 0.1117 0.279 0.079 0.049
C -1.7854 -0.7002 -0.0015 0.245 -0.208 -0.036
N -3.0607 -0.3434 -0.1781 -0.800 -0.279 -0.146
N -3.4529 0.9891 -0.1653 0.289 0.076 0.119
C -4.4697 1.2304 -1.1774 -0.039 -0.028 -0.346
C -5.1346 2.5908 -0.9465 0.181 0.047 0.000
C -4.1506 3.5212 -0.2467 -0.157 0.038 0.048
C -3.8528 2.9859 1.1574 0.030 -0.064 -0.097
C -3.8645 1.4521 1.1550 -0.010 0.053 0.259
H 0.2682 -3.3925 0.3785 -0.024 0.105 0.007
H 5.5612 2.6607 0.5465 0.040 0.082 0.080
H 6.2463 1.4006 -1.4849 0.096 0.021 -0.039
H 4.5847 -0.0430 -2.6439 0.000 -0.070 -0.094
H -1.0811 1.3159 0.0101 0.017 0.076 -0.023
H -3.7590 -1.0877 -0.2693 0.311 0.369 0.109
H -5.2289 0.4305 -1.1732 0.051 0.020 0.009
H -3.9645 1.2118 -2.1474 -0.113 -0.054 0.011
H -5.4482 3.0077 -1.9031 -0.077 -0.053 0.005
H -6.0249 2.4792 -0.3255 -0.065 -0.001 -0.020
H -4.5573 4.5304 -0.1838 0.055 0.039 -0.044
H -3.2305 3.5623 -0.8305 0.026 0.091 -0.020
H -2.8819 3.3531 1.4892 0.014 0.006 0.073
H -4.6031 3.3429 1.8637 0.012 0.032 0.045
H -4.8641 1.0696 1.4123 0.040 -0.065 0.028
H -3.1564 1.0639 1.8895 -0.086 -0.033 -0.047
```
Positions in Å, forces in eV/Å.

***

Computed, not measured: a single C5H7NO molecule, with wB97M-V/def2-TZVPD.

Properties
HOMO level (Eh): -0.314
F_max (eV/A): 0.4
Energy above the lowest of the compared OMol25 structures with the same formula, charge and spin (kJ/mol): 331.9
Electronic energy (Eh): -324.59804
Gap between HOMO and LUMO (Eh): 0.344
E_LUMO (eV): 0.81
2S+1: 1

The geometry in XYZ format:
```
14
Properties=species:S:1:pos:R:3:forces:R:3
O -1.0508 -1.6535 2.1476 -0.234 0.136 0.009
C -0.1380 -1.6250 1.1342 0.219 0.023 -0.346
C -0.2167 -0.8300 0.0850 0.000 -0.105 0.258
C -0.7838 0.2908 -0.6266 -0.393 0.114 -0.002
C 0.0684 1.5391 -0.3952 -0.016 0.114 0.033
C 1.2758 0.6811 -0.8405 0.295 0.149 -0.010
N 0.4099 -0.5091 -1.1405 0.176 -0.224 -0.042
H -1.7885 -1.0860 1.8846 0.072 -0.072 0.185
H 0.6665 -2.3385 1.2792 -0.133 0.050 -0.103
H -1.7452 0.2721 -1.1355 0.166 -0.032 0.069
H 0.0780 1.9390 0.6231 -0.025 -0.061 -0.166
H -0.1561 2.3442 -1.0983 0.032 -0.119 0.092
H 2.0329 0.4598 -0.0825 -0.080 0.063 -0.115
H 1.7608 1.0350 -1.7529 -0.079 -0.038 0.139
```
Positions in Å, forces in eV/Å.